Entry from the OMol25 dataset: a molecular structure, C23H15CrF5N3SSbSe4 (ωB97M-V/def2-TZVPD).

Geometry as ORCA input:
```
! wB97M-V def2-TZVPD RIJCOSX def2/J DEFGRID3
* xyz -1 4
Cr 0.4998 -1.1039 -0.3690
C 3.7349 -0.9674 -2.6377
C 2.6750 -0.0052 -3.0154
C 2.8969 0.7331 -4.1844
C 1.9513 1.6159 -4.6396
C 0.7858 1.7420 -3.9113
C 0.6054 0.9789 -2.7663
N 1.5415 0.1172 -2.3030
C -0.6441 1.1099 -1.9993
C -1.5862 2.0941 -2.2738
C -2.6976 2.2265 -1.4654
C -2.8217 1.4090 -0.3642
C -1.8413 0.4563 -0.1202
N -0.8079 0.2703 -0.9650
C -1.8637 -0.4300 1.0383
C -2.7266 -0.2054 2.1015
C -2.7579 -1.1031 3.1450
C -1.9883 -2.2426 3.0419
C -1.1163 -2.4107 1.9725
C -0.3391 -3.6640 1.8595
N -0.9851 -1.4677 1.0138
H 4.7023 -0.6456 -3.0245
H 3.5136 -1.9358 -3.1023
H 3.8187 -1.1135 -1.5675
H 3.8267 0.5810 -4.7136
H 2.1055 2.1980 -5.5384
H 0.0121 2.4137 -4.2474
H -1.4469 2.7725 -3.0988
H -3.4420 2.9815 -1.6778
H -3.6614 1.5078 0.3057
H -3.3242 0.6938 2.1186
H -3.3756 -0.9200 4.0137
H -2.0175 -3.0023 3.8081
H -0.5286 -4.3183 2.7094
H 0.7326 -3.4764 1.8429
H -0.6170 -4.1955 0.9483
F -1.5577 4.4877 2.2396
C -0.8486 3.3795 2.5296
C -0.1863 2.6882 1.5348
F -0.2614 3.1093 0.2612
C 0.5340 1.5561 1.8509
F 1.1169 0.9177 0.7723
C 0.6353 1.0229 3.1567
S 1.5150 -0.3778 3.5012
C -0.0611 1.7705 4.1338
F -0.0491 1.3514 5.4027
C -0.7702 2.9096 3.8326
F -1.3999 3.5892 4.8048
Se 3.2628 -4.5192 -3.1187
Sb 1.8441 -3.9942 -1.2311
Se 2.3505 -2.0080 0.3679
Se -0.2068 -2.5579 -1.9097
Se 1.2692 -6.0190 -0.0633
*
```

Computed properties:
Frontier orbital gap (spin up / spin down): 5.314 / 5.153 eV
<S²>: 3.8270
Relative energy (zero: lowest compared OMol25 entry of this formula, charge and spin): 2.511 eV
HOMO level (spin up / spin down): -4.367 / -4.356 eV

natural (NBO) analysis output, partial charges in e:
1 Cr 0.726
2 C -0.703
3 C 0.295
4 C -0.224
5 C -0.155
6 C -0.232
7 C 0.131
8 N -0.430
9 C 0.300
10 C -0.225
11 C -0.133
12 C -0.232
13 C 0.274
14 N -0.510
15 C 0.142
16 C -0.235
17 C -0.124
18 C -0.217
19 C 0.325
20 C -0.687
21 N -0.462
22 H 0.210
23 H 0.290
24 H 0.258
25 H 0.221
26 H 0.216
27 H 0.208
28 H 0.220
29 H 0.223
30 H 0.226
31 H 0.220
32 H 0.223
33 H 0.229
34 H 0.220
35 H 0.281
36 H 0.274
37 F -0.310
38 C 0.195
39 C 0.306
40 F -0.321
41 C 0.232
42 F -0.337
43 C -0.254
44 S -0.340
45 C 0.285
46 F -0.300
47 C 0.270
48 F -0.306
49 Se -0.717
50 Sb 1.053
51 Se -0.414
52 Se -0.460
53 Se -0.725



Entry from the OMol25 dataset: a molecular structure, C27H22ClIN4O5Ta (ωB97M-V/def2-TZVPD).

Geometry as ORCA input:
```
! wB97M-V def2-TZVPD RIJCOSX def2/J DEFGRID3
* xyz 1 1
Ta -0.1494 0.9386 -0.4293
O -0.6524 1.0880 -2.1956
C -0.7025 0.6880 -3.4816
C -0.9661 1.5835 -4.4958
C -1.0303 1.1055 -5.7959
C -0.8399 -0.2479 -6.0750
C -0.5765 -1.1239 -5.0404
C -0.4915 -0.6559 -3.7280
C -0.2265 -1.5886 -2.6413
N -0.0079 -1.3433 -1.4010
C 0.1432 -2.5909 -0.6032
C 0.3432 -2.3432 0.8734
N -0.7179 -1.4754 1.3531
C -1.4276 -1.8902 2.3254
C -2.5095 -1.0859 2.8917
C -3.2408 -1.4532 3.9568
C -4.1867 -0.5173 4.5408
C -4.2536 0.7758 4.1775
C -3.4497 1.3595 3.0723
C -2.7377 0.2342 2.3531
O -2.5808 -0.0606 -0.1019
H -1.1235 2.6270 -4.2566
H -1.2369 1.7966 -6.6029
H -0.9024 -0.6089 -7.0920
H -0.4303 -2.1808 -5.2373
H -0.2281 -2.6381 -2.9498
H 0.9836 -3.1716 -0.9882
H -0.7592 -3.1910 -0.7376
H 1.3041 -1.8672 1.0621
H 0.3644 -3.3086 1.3871
H -1.2397 -2.8640 2.7885
H -3.0930 -2.4198 4.4252
H -4.7979 -0.8592 5.3659
H -4.8851 1.4515 4.7457
H -3.8052 3.4027 3.4440
N 2.1733 1.0235 -1.2618
C 3.1201 0.6476 -0.1863
C 2.3781 0.2904 1.0835
O 2.8689 -0.2648 2.0143
O 1.0884 0.6536 1.0015
H 2.3679 0.4987 -2.1075
H 2.2605 2.0114 -1.4861
H 3.8031 1.4627 0.0466
H 3.7198 -0.2122 -0.4739
Cl -2.0886 5.4654 4.3070
C -1.4194 4.6973 2.8954
C -0.4185 5.3763 2.2256
C 0.1836 4.7916 1.1212
I 1.7660 5.7131 0.1371
C -0.2578 3.5583 0.6998
O 0.2700 2.8792 -0.3637
C -1.3165 2.9146 1.3568
N -1.6038 1.7195 0.6952
C -2.6225 0.8028 1.0207
C -3.9198 0.9770 1.7079
C -2.9261 2.7543 3.3858
C -1.8939 3.4374 2.5079
H -0.0989 6.3449 2.5818
H -2.8821 -0.9414 0.1572
H -4.8834 0.5910 1.4056
H -2.5200 2.7344 4.4008
*
```

Computed properties:
Frontier orbital gap: 6.963 eV
Relative energy (zero: lowest compared OMol25 entry of this formula, charge and spin): 5.131 eV
HOMO level: -10.448 eV

natural (NBO) analysis output, partial charges in e:
1 Ta 2.536
2 O -0.772
3 C 0.414
4 C -0.272
5 C -0.133
6 C -0.231
7 C -0.124
8 C -0.236
9 C 0.228
10 N -0.523
11 C -0.239
12 C -0.258
13 N -0.442
14 C 0.145
15 C -0.120
16 C -0.120
17 C -0.241
18 C -0.110
19 C -0.048
20 C -0.055
21 O -0.674
22 H 0.246
23 H 0.234
24 H 0.236
25 H 0.223
26 H 0.186
27 H 0.216
28 H 0.202
29 H 0.223
30 H 0.204
31 H 0.179
32 H 0.225
33 H 0.233
34 H 0.227
35 H 0.241
36 N -0.825
37 C -0.353
38 C 0.794
39 O -0.530
40 O -0.800
41 H 0.404
42 H 0.425
43 H 0.252
44 H 0.239
45 Cl 0.016
46 C -0.005
47 C -0.259
48 C -0.208
49 I 0.182
50 C 0.303
51 O -0.762
52 C 0.098
53 N -0.721
54 C 0.417
55 C -0.215
56 C -0.431
57 C -0.056
58 H 0.249
59 H 0.504
60 H 0.244
61 H 0.241



Entry from the OMol25 dataset: a molecular structure, C49H43F4IN4O3PTl (ωB97M-V/def2-TZVPD).

Geometry as ORCA input:
```
! wB97M-V def2-TZVPD RIJCOSX def2/J DEFGRID3
* xyz -2 1
Tl 0.2644 -0.8476 -0.4736
C 0.4023 3.6195 -3.1500
O 0.3387 3.2999 -1.7784
C 1.5056 2.9035 -1.1886
C 2.7415 3.3012 -1.6393
C 3.9201 2.8272 -1.0259
C 3.8065 1.9926 0.0586
C 2.5517 1.6233 0.5770
C 2.5234 0.7547 1.7532
N 1.7036 0.7286 2.7258
N 0.9413 1.7980 3.0030
C -0.2989 1.7581 3.2487
O -1.2059 0.8272 2.9144
C -0.9265 2.9690 3.8556
C -0.1337 3.9787 4.3969
C -0.7137 5.0983 4.9695
C -2.0982 5.2310 5.0116
C -2.8917 4.2312 4.4695
C -2.3097 3.1072 3.8943
C 1.3492 2.0136 -0.0618
O 0.2013 1.5291 0.2440
H -0.5965 3.4778 -3.5620
H 1.0981 2.9643 -3.6777
H 0.7091 4.6613 -3.3097
H 2.8124 3.9526 -2.5021
H 4.8899 3.1335 -1.3975
H 4.6996 1.6303 0.5605
H 3.3367 0.0322 1.8441
H 0.9412 3.8622 4.3537
H -0.0831 5.8758 5.3848
H -2.5501 6.1093 5.4572
H -3.9713 4.3226 4.4896
H -2.9243 2.3373 3.4475
C 0.2147 -3.1018 -3.7388
C 1.5538 -3.6097 -3.2197
N 2.3303 -2.5853 -2.5367
C 3.4293 -3.1767 -1.7885
C 4.0626 -2.2179 -0.7972
C 2.7760 -1.5188 -3.4378
C 2.3968 -0.1075 -2.9885
N 0.9576 0.0385 -2.8403
C 0.1765 0.3792 -3.8487
C -1.2296 0.4936 -3.6007
F -1.6740 0.1939 -2.3527
C -2.1483 0.8818 -4.5364
F -3.4501 0.9700 -4.1692
C -1.8033 1.1871 -5.8495
C -0.4623 1.0457 -6.1437
F -0.0393 1.2921 -7.4123
C 0.4836 0.6608 -5.2198
F 1.7612 0.5312 -5.6896
H -0.4208 -3.9483 -4.0087
H -0.2943 -2.5180 -2.9715
H 0.3213 -2.4635 -4.6168
H 1.3722 -4.4146 -2.5037
H 2.1319 -4.0477 -4.0559
H 3.0349 -4.0387 -1.2454
H 4.2079 -3.5561 -2.4783
H 3.3043 -1.8027 -0.1342
H 4.7981 -2.7440 -0.1843
H 4.5640 -1.3839 -1.2917
H 3.8663 -1.5814 -3.5807
H 2.3219 -1.6731 -4.4207
H 2.8547 0.1112 -2.0189
H 2.8416 0.5820 -3.7042
H -2.5298 1.5000 -6.5827
I -0.7801 -4.0482 1.9228
C -1.6455 -4.0802 3.8419
C -1.5834 -5.3093 4.4428
C -2.2139 -5.5368 5.6822
C -2.9491 -4.5396 6.2467
C -3.0540 -3.2695 5.6270
C -3.9141 -2.2940 6.1946
C -4.0825 -1.0935 5.5738
C -3.3139 -0.7775 4.4369
C -2.3833 -1.6416 3.9112
P -1.0989 -0.8877 2.7810
C -2.4615 -0.6030 1.3576
C -3.5542 -1.4530 1.1815
C -4.5033 -1.2461 0.1838
C -4.3820 -0.1687 -0.6831
C -3.2895 0.6803 -0.5530
C -2.3508 0.4598 0.4488
C -0.1104 -0.9273 4.6314
C 1.0008 -1.7660 4.6724
C 1.8607 -1.7951 5.7621
C 1.6408 -0.9440 6.8406
C 0.5368 -0.0998 6.8259
C -0.3338 -0.1142 5.7376
C -2.3301 -2.9792 4.4318
H -1.0671 -6.1190 3.9470
H -2.1325 -6.5074 6.1568
H -3.4752 -4.6966 7.1822
H -4.4422 -2.5372 7.1099
H -4.7762 -0.3622 5.9733
H -3.4182 0.1999 3.9817
H -3.6770 -2.3106 1.8367
H -5.3429 -1.9270 0.0871
H -5.1291 0.0093 -1.4482
H -3.1679 1.5200 -1.2278
H -1.5226 1.1568 0.5363
H 1.2047 -2.4032 3.8132
H 2.7211 -2.4574 5.7611
H 2.3238 -0.9363 7.6830
H 0.3519 0.5685 7.6614
H -1.2110 0.5333 5.7606
*
```

Computed properties:
Frontier orbital gap: 5.097 eV
Relative energy (zero: lowest compared OMol25 entry of this formula, charge and spin): 0.776 eV
HOMO level: -1.293 eV

Results of the Mulliken charge analysis, in e, for atoms 1 through 99:
1 Tl 0.676
2 C -0.939
3 O -0.446
4 C 0.127
5 C -0.378
6 C -0.908
7 C -0.579
8 C 2.023
9 C -1.552
10 N -0.051
11 N -0.348
12 C -0.390
13 O 1.340
14 C 0.406
15 C -0.639
16 C -0.639
17 C -0.443
18 C -1.207
19 C 0.063
20 C -0.470
21 O -0.294
22 H 0.279
23 H 0.307
24 H 0.380
25 H 0.375
26 H 0.343
27 H 0.393
28 H 0.249
29 H 0.431
30 H 0.387
31 H 0.361
32 H 0.410
33 H 0.378
34 C -0.695
35 C -0.864
36 N 1.357
37 C -0.918
38 C -0.788
39 C -1.648
40 C -0.093
41 N 0.698
42 C 0.073
43 C -0.445
44 F 0.095
45 C 0.335
46 F -0.343
47 C -1.001
48 C 0.437
49 F -0.387
50 C 0.078
51 F -0.454
52 H 0.493
53 H -0.135
54 H 0.243
55 H 0.472
56 H 0.229
57 H 0.416
58 H 0.274
59 H -0.072
60 H 0.506
61 H 0.282
62 H 0.349
63 H 0.546
64 H -0.436
65 H 0.411
66 H 0.465
67 I 0.203
68 C -0.121
69 C -0.670
70 C -0.738
71 C -0.837
72 C 0.871
73 C -1.029
74 C -0.975
75 C -0.100
76 C 0.951
77 P -0.463
78 C 1.234
79 C -0.571
80 C -0.931
81 C -0.862
82 C -0.286
83 C -0.150
84 C 0.470
85 C -0.058
86 C -0.637
87 C -0.479
88 C -0.851
89 C -0.164
90 C -0.051
91 H 0.386
92 H 0.363
93 H 0.342
94 H 0.303
95 H 0.378
96 H 0.295
97 H 0.223
98 H 0.384
99 H 0.366



Entry from the OMol25 dataset: C18H19ClN6O in the gas phase (ωB97M-V/def2-TZVPD).

Geometry as ORCA input:
```
! wB97M-V def2-TZVPD RIJCOSX def2/J DEFGRID3
* xyz 0 1
Cl 0.3834 0.8533 -2.8843
C 1.2980 2.3126 -2.6931
C 2.4179 2.5075 -3.4850
C 3.1638 3.6637 -3.3419
C 2.7916 4.6168 -2.4097
C 1.6727 4.4120 -1.6226
C 0.9048 3.2632 -1.7543
C -0.2969 3.0364 -0.8746
N -0.0423 1.9789 0.0668
C -0.6944 0.8009 0.1866
N -1.7468 0.3469 -0.4857
C -2.1048 -0.8730 -0.1072
N -1.5389 -1.6171 0.8436
C -0.4959 -1.1609 1.5422
N 0.0004 -1.9219 2.5265
C -0.4482 -3.2802 2.7297
H -1.3258 -3.4486 2.1069
C 0.6887 -4.2384 2.3538
H 0.4261 -5.2682 2.6002
O 1.8621 -3.9460 3.0787
C 2.2962 -2.6253 2.8419
H 3.1964 -2.4868 3.4418
C 1.2182 -1.6069 3.2365
H 1.5401 -0.5931 2.9978
H 1.0220 -1.6909 4.3114
H 2.5444 -2.4959 1.7772
H 0.8843 -4.1600 1.2732
H -0.7016 -3.4114 3.7871
C -0.0066 0.1274 1.2160
N 0.9996 0.9434 1.6313
N 0.9666 2.0178 0.9514
C -3.2423 -1.4933 -0.8017
C -4.3715 -0.6181 -1.2828
C -3.4351 -1.2153 -2.2713
H -2.7137 -0.5627 -2.7373
H -3.7773 -2.0268 -2.8953
H -4.2824 0.4378 -1.0817
H -5.3749 -1.0086 -1.2088
H -3.4778 -2.4808 -0.4295
H -0.5343 3.9532 -0.3269
H -1.1633 2.7207 -1.4633
H 1.3871 5.1509 -0.8892
H 3.3744 5.5172 -2.2919
H 4.0371 3.8149 -3.9577
H 2.6990 1.7549 -4.2047
*
```

Computed properties:
Frontier orbital gap: 9.004 eV
SMILES: Clc1ccccc1Cn1nnc2c(N3CCOCC3)nc(C3CC3)nc21
Relative energy (zero: lowest compared OMol25 entry of this formula, charge and spin): 0.000 eV
HOMO level: -8.231 eV

natural (NBO) analysis output, partial charges in e:
1 Cl 0.012
2 C -0.016
3 C -0.226
4 C -0.193
5 C -0.229
6 C -0.122
7 C -0.091
8 C -0.239
9 N -0.193
10 C 0.368
11 N -0.553
12 C 0.466
13 N -0.563
14 C 0.475
15 N -0.377
16 C -0.258
17 H 0.255
18 C -0.077
19 H 0.198
20 O -0.523
21 C -0.075
22 H 0.199
23 C -0.265
24 H 0.259
25 H 0.197
26 H 0.166
27 H 0.166
28 H 0.198
29 C -0.100
30 N -0.225
31 N -0.028
32 C -0.273
33 C -0.399
34 C -0.399
35 H 0.229
36 H 0.215
37 H 0.229
38 H 0.215
39 H 0.232
40 H 0.221
41 H 0.253
42 H 0.208
43 H 0.218
44 H 0.219
45 H 0.228